DFT (wB97M-V/def2-TZVPD) results for 12 unconnected molecules or ions with the total composition C20H47FN14O26S.

**Charge**: 0
**Max |F|**: 17.73 eV Å⁻¹
**HOMO level**: -0.326 Eh
**Kohn-Sham gap**: 7.974 eV
**LUMO level**: -0.033 Eh
**Multiplicity**: 1

Atoms and positions in Å:
S 1.50927 1.34387 -0.30772
F 2.95729 1.71670 0.18446
O -4.54059 -4.65713 -4.43440
O -6.79654 2.02810 -0.92936
O -1.28796 -1.77694 5.14537
O -3.12312 -6.59000 -1.55697
O 4.72532 -0.95627 -2.12456
O -1.53105 -5.21800 -1.09944
O 1.90623 -2.98556 -4.78562
O 7.05829 -2.16960 1.08300
O 2.52037 -2.63919 2.45864
O 2.84964 -0.52240 2.43699
O 1.39942 1.87479 -1.62655
O -4.40205 4.86180 3.42160
O -1.13543 -1.18209 -4.81846
O -1.14701 -0.91599 2.05847
O -0.65372 0.05885 6.06877
O 1.69167 3.92290 8.35808
O -2.36757 -1.97912 0.63778
O 1.39128 -0.06231 -0.09420
O 4.22063 -0.70992 -4.20186
O -6.69294 0.74982 -2.66104
O -3.23771 6.11000 2.10416
O -4.50469 -4.96300 -6.56330
O -1.82450 0.41494 -3.54946
O 6.39644 -2.82604 -0.84462
O 2.59780 -1.48312 -3.41056
O 3.16878 2.65893 7.43202
N -3.48961 5.62170 3.18618
N 0.55115 2.12737 0.71592
N 0.44650 1.54910 2.02456
N -0.44845 -0.95115 5.42057
N 2.74899 -2.49292 -4.07452
N -2.70542 -5.48750 -1.29018
N 3.04688 -1.64414 2.00542
N -0.97221 -0.15130 -4.20196
N 3.97524 -0.61615 -3.01825
N -6.66583 1.83448 -2.11709
N -1.35088 -1.82016 1.26913
N -4.00461 -4.59627 -5.52198
N 7.20609 -2.29520 -0.11782
N 2.08769 2.85228 7.94807
C -2.59015 5.98829 4.31495
C 1.16366 1.69390 8.08732
C -0.24612 -2.79194 1.05935
C 0.36388 0.50843 -4.21899
C -2.87713 2.28809 -1.40986
C -3.67846 1.53956 -0.53235
C -3.67031 -4.36194 -1.17854
C -2.63038 -4.02895 -5.60150
C -2.62172 2.63676 1.35549
C 2.65127 -0.06667 -2.61615
C -1.95728 3.19667 -0.89728
C -1.79599 3.35304 0.48763
C 3.94875 -1.80844 0.84147
C 4.08167 -3.15292 -3.99066
C -0.70527 4.23908 1.00091
C 8.45037 -1.77778 -0.74550
C -3.56457 1.73453 0.84336
C 0.68747 3.59584 0.77950
C 0.93199 -1.20228 4.92123
C -6.42296 3.03591 -2.96076
H -4.66761 -4.73377 -1.37679
H 0.20048 1.49465 -4.64459
H 0.25745 1.92922 7.54063
H 8.14701 -1.04652 -1.48888
H 1.38086 3.85546 1.57704
H 2.83514 0.80775 -1.99993
H 1.04354 -0.08349 -4.81639
H 1.07066 3.92413 -0.18679
H -3.37739 -3.61613 -1.91009
H -2.93447 5.46974 5.20084
H -0.73069 5.20868 0.50330
H -1.32139 3.76743 -1.56648
H -0.02624 -3.24044 2.02368
H -7.27377 3.69749 -2.83217
H -5.51753 3.50443 -2.58496
H -6.31476 2.71261 -3.98876
H 4.92271 -1.40374 1.08722
H 2.10100 0.18323 -3.51444
H 4.00860 -2.86563 0.61969
H -4.37132 0.80769 -0.92534
H 4.06513 -4.02774 -4.62845
H 1.57660 -0.39657 5.25150
H 1.27447 0.99739 2.23424
H 1.24151 -2.16008 5.32853
H -4.18523 1.16884 1.52533
H 8.94236 -2.61964 -1.22195
H -2.67134 -3.16921 -6.26176
H 2.14387 -0.83649 -2.04155
H 0.88023 -1.25244 3.84102
H 3.49614 -1.25338 0.02490
H -0.83550 4.41500 2.06920
H -1.58425 5.68651 4.03920
H -2.51620 2.74569 2.42861
H 1.65142 0.82029 7.67601
H 0.60394 -2.21985 0.70112
H -3.58067 -3.96331 -0.17357
H -2.94258 2.15443 -2.48096
H 0.95129 1.57360 9.14515
H -1.98874 -4.79957 -6.01716
H -0.33482 0.90313 1.96120
H -2.31496 -3.73957 -4.60745
H 0.69456 0.58958 -3.18989
H 4.82136 -2.42805 -4.31718
H -0.57896 -3.52714 0.33419
H 4.24456 -3.41568 -2.95006
H -2.64261 7.06600 4.43377
H 9.06432 -1.33792 0.03039

DFT (wB97M-V/def2-TZVPD) results for a molecular structure, C25H22F18NO4S2.

**Charge**: -1
**Max |F|**: 5.82 eV Å⁻¹
**HOMO level**: -0.241 Eh
**Kohn-Sham gap**: 8.913 eV
**LUMO level**: 0.087 Eh
**Multiplicity**: 1

Atoms and positions in Å:
S -2.00235 -2.75152 0.38081
S 0.64403 -1.90174 0.92440
F -0.21137 1.00269 3.11102
F -2.88189 0.15144 3.57573
F 4.47162 3.33034 3.38315
F 5.24969 5.47504 1.66548
F -0.67724 4.65285 2.71894
F 1.08792 4.53083 1.03382
F 2.55923 1.81156 3.10782
F 0.76418 3.72792 4.17799
F -4.40662 1.07993 2.07042
F 5.49611 3.40379 0.85473
F 3.80600 4.80940 0.08328
F -2.24463 2.84205 1.19798
F 3.04726 5.03789 3.01731
F 2.98787 2.06633 0.91507
F -3.18482 3.09467 3.24061
F 1.91367 -4.00557 3.11098
F -1.21691 2.30608 4.63977
F 0.53814 2.37049 0.75112
O -2.75296 -3.41150 -0.77314
O 0.12577 -1.82275 2.33559
O -1.84960 -3.82806 1.43360
O 1.24954 -0.53331 0.61265
N -0.53907 -2.17958 -0.27410
C 0.59808 -3.96650 -3.01244
C -1.22902 5.07163 -2.07237
C -2.46645 0.02319 1.08903
C 0.51172 -6.47606 -4.21170
C 2.52204 2.75083 2.07286
C -3.02020 0.84334 2.36021
C 0.88171 -5.39103 1.23458
C -2.29455 2.27102 2.48150
C 2.07136 -3.09676 0.74011
C 2.00808 -4.34503 1.72938
C 1.49832 -5.56550 -4.57646
C -0.39412 -4.87374 -2.65412
C -1.82971 3.84026 -1.83017
C -0.89792 2.23427 3.25156
C -2.42685 3.67376 -4.15898
C -1.22688 5.60345 -3.35780
C 3.58758 3.89293 2.41752
C -1.82136 4.90273 -4.40222
C 0.07413 3.46725 2.96066
C 1.54337 -4.31117 -3.97442
C -0.43561 -6.12984 -3.25243
C 4.51138 4.35281 1.20099
C 1.05510 3.27789 1.71188
C -3.12352 -1.43183 1.01956
C -2.43212 3.14382 -2.87282
H 1.39121 -6.37717 0.97388
H 2.23274 -5.83307 -5.32902
H -1.33073 0.04281 1.06139
H 0.11855 -5.48062 2.07024
H 0.63335 -2.98943 -2.54149
H -1.13405 -4.60219 -1.90796
H -0.76056 6.56488 -3.54603
H -4.01703 -1.35268 0.30230
H -3.59026 -1.67586 2.03792
H 2.31556 -3.60245 -4.25525
H -1.20677 -6.83888 -2.97061
H 0.48037 -7.45661 -4.67601
H 0.43805 -4.96273 0.27821
H 3.01051 -4.89792 1.60603
H -1.81374 5.31446 -5.40572
H 3.00732 -2.49518 1.03288
H -2.89458 3.12939 -4.97227
H -0.76241 5.61653 -1.25863
H -2.90560 2.18628 -2.68310
H -1.82899 3.42450 -0.82921
H 2.19901 -3.36181 -0.35549
H -2.82008 0.62677 0.17895

DFT (wB97M-V/def2-TZVPD) results for a molecular structure, C37H47InN5P2S.

**Charge**: +1
**Max |F|**: 3.21 eV Å⁻¹
**HOMO level (spin up / spin down)**: -0.355 / -0.355 Eh
**Kohn-Sham gap (spin up / spin down)**: 5.889 / 5.891 eV
**LUMO level (spin up / spin down)**: -0.139 / -0.139 Eh
**Multiplicity**: 1

Atoms and positions in Å:
In -0.15508 -0.25301 -0.89530
S -0.94922 1.53960 -2.38291
P 1.32010 -1.52989 -2.47580
P -2.06702 -0.11423 0.86800
N -0.96698 3.92509 -1.33815
N 0.94643 1.42470 0.01252
N 0.53284 2.59236 -0.20095
N -0.83615 -2.31308 -0.59205
N -0.76254 4.97131 -0.56164
C -0.65639 -4.57355 -4.17399
C -3.59722 0.99551 3.06479
C 2.69821 0.49300 -3.85642
C -1.65956 -1.75887 1.64742
C 2.84344 2.30535 1.36747
C -2.05413 -2.23022 2.91546
C 3.13682 -0.19416 2.53094
C 1.04452 6.00683 3.21185
C -1.90721 -3.55854 3.36833
C -1.63923 -4.84435 -3.16939
C -1.18976 -2.69070 0.69065
C -1.64501 -4.16693 -1.97413
C 0.18604 -2.80844 -2.69944
C 1.62331 -0.65802 -4.11373
C -3.57695 -0.30557 -0.20686
C -4.25789 1.02027 -0.32852
C 2.37745 -2.88024 -0.45419
C -0.03942 5.23418 0.71716
C 4.01844 0.86729 2.82895
C 1.23231 5.81233 0.78263
C -2.26349 1.13915 2.26191
C 1.97098 1.27208 0.97387
C -0.67957 4.97647 1.92332
C -1.06441 1.32339 3.17701
C -1.39994 -4.43594 2.42707
C 3.85783 2.12901 2.28208
C 1.68963 6.23638 2.00110
C -0.13576 5.32387 3.12129
C 2.87012 -2.25864 -1.79276
C 0.23233 -3.57473 -3.90856
C -0.36316 2.76666 -1.23806
C -4.50625 -1.32074 0.41302
C 1.91183 -1.41801 -5.37130
C -1.03058 -4.01519 1.17693
C 2.16228 0.00869 1.56321
C -0.70430 -3.19341 -1.67824
C 4.18010 -1.42450 -1.59906
H 1.79588 -2.19918 0.22734
H -5.11757 0.95353 -1.02517
H -0.52581 -4.69645 0.51780
H 3.23773 -1.18857 2.94236
H 2.43195 1.27587 -4.53769
H -2.34968 -5.68555 -3.22239
H -4.62904 1.43588 0.61361
H -2.42427 -4.53737 -1.28448
H -1.17862 2.11976 3.90019
H -4.80332 -0.99595 1.36984
H 2.65194 -2.22663 -5.34780
H 3.18592 -3.21408 0.16868
H -0.10414 1.55866 2.78228
H 2.76589 3.29039 0.86593
H 3.70738 0.14590 -4.10842
H -1.30637 5.80222 -0.81203
H -5.43620 -1.30502 -0.23796
H 5.01290 -2.17634 -1.34952
H 1.04286 -1.94381 -5.70037
H 4.77826 0.72820 3.52635
H -3.32226 -0.64761 -1.24260
H -4.20406 -2.33502 0.56362
H 0.64405 -0.11248 -4.20079
H 4.49493 2.98933 2.53625
H -0.66254 4.96246 4.04201
H 1.73973 -3.71251 -0.54208
H 2.72624 6.71249 2.02061
H -1.22506 -5.52157 2.70723
H 4.15152 -0.67981 -0.77009
H -1.03777 0.41515 3.76458
H 2.59787 0.88400 -2.83990
H 1.45084 -0.73840 1.27378
H -4.48225 0.90184 2.37010
H 4.42226 -0.93633 -2.50798
H -3.56106 0.10701 3.70784
H -2.45466 1.96150 1.55059
H 1.83411 6.00980 -0.12534
H 1.54694 6.35877 4.08974
H -2.58981 -1.54397 3.53023
H 1.04504 -3.40408 -4.63993
H -0.64904 -5.11811 -5.19027
H -1.65097 4.47769 1.72865
H -2.21245 -3.96219 4.34473
H -3.68252 1.78790 -0.82437
H 2.24826 -0.70607 -6.11378
H 3.14580 -3.06204 -2.49974
H -3.77664 1.92820 3.66280

DFT (wB97M-V/def2-TZVPD) results for a gas-phase ion, C32H44OP (charge +1).

**Charge**: +1
**Max |F|**: 2.88 eV Å⁻¹
**HOMO level**: -0.393 Eh
**Kohn-Sham gap**: 6.659 eV
**LUMO level**: -0.148 Eh
**Multiplicity**: 1

Atoms and positions in Å:
P 0.96899 0.57299 0.95875
O -0.08972 -0.26062 -4.38435
C -0.71703 -0.98857 -6.55522
C 0.99742 -2.00697 2.49231
C -0.97043 -0.04334 -3.34984
C -1.61292 1.56620 -1.69912
C 1.19085 1.30202 -0.74429
C -3.56524 -1.52707 2.77274
C -0.29347 -2.68660 -4.82849
C -1.42206 -1.08463 -2.51646
C 2.81034 -3.53614 3.16143
C -5.46396 -1.14171 4.39842
C 0.31870 -1.09881 1.43973
C 1.09817 4.61647 3.60581
C 0.97790 1.82718 2.31607
C 4.75807 1.33874 -2.50113
C -1.26599 -1.97723 -7.36712
C 3.74814 1.42274 -1.33613
C -0.32893 -1.35071 -5.25792
C 2.29829 3.67110 3.55101
C 2.34313 -2.54277 2.10306
C -1.78160 -0.78213 -1.20227
C -2.60864 -1.07560 1.86894
C 2.35038 1.01405 -1.73924
C -1.59011 0.52867 -0.68368
C -1.20308 1.29734 -2.99066
C -2.33917 0.32011 1.61422
C -0.84664 -3.65594 -5.68955
C -1.25427 0.80726 0.71133
C 2.29271 2.67461 2.37733
C -3.29875 1.20608 2.17124
C -4.47815 -0.62810 3.35345
C -4.34860 0.73884 2.97868
C -1.35474 -3.29456 -6.93339
H -1.62013 -1.67730 -8.36447
H 0.37485 0.88582 -1.37732
H 0.86900 1.31750 3.29901
H -0.79354 1.77276 0.93189
H -0.86595 -4.69469 -5.34518
H -5.39319 -0.60557 5.36048
H -2.26490 -1.56479 -0.61928
H 2.95913 -3.03939 4.12221
H 0.95771 2.38159 -0.66888
H 2.45273 3.20902 1.42950
H -0.65123 -0.89705 1.98886
H 2.32883 3.08261 4.47263
H -5.07292 1.44845 3.38162
H -0.96695 2.07744 -3.71891
H 2.07551 -4.32930 3.30716
H 3.75082 -3.99735 2.87326
H 1.03360 5.23482 2.70418
H -2.01798 -1.88031 1.39457
H -0.64722 0.05931 -6.83450
H 0.10300 2.49112 2.19110
H 2.06007 1.55582 -2.65208
H 1.04452 -1.45551 3.44949
H 5.74732 1.67161 -2.16233
H -3.23592 2.26262 1.91120
H 3.15952 1.99982 2.49061
H 2.31966 -0.05150 -2.02502
H 0.07297 -1.66534 0.51370
H 0.15443 4.07025 3.71439
H -1.89070 2.59200 -1.40875
H 1.20016 5.28202 4.46976
H 2.24840 -3.01391 1.12282
H 3.22620 4.25215 3.52212
H 4.09911 0.78139 -0.51487
H 0.28759 -2.83625 2.66532
H 4.87008 0.31438 -2.87381
H 4.46795 1.97416 -3.34830
H 0.08266 -2.93722 -3.84526
H -5.24864 -2.20274 4.60701
H -1.40662 -2.10848 -2.87814
H -3.62144 -2.58723 3.06583
H -1.80361 -4.04997 -7.57303
H 3.70055 2.45108 -0.95779
H 3.05138 -1.71141 2.00462
H -6.51643 -1.08531 4.07897

DFT (wB97M-V/def2-TZVPD) results for C4H6O4S2 in the gas phase.

**Charge**: 0
**Max |F|**: 0.84 eV Å⁻¹
**HOMO level**: -0.354 Eh
**Kohn-Sham gap**: 9.835 eV
**LUMO level**: 0.007 Eh
**Multiplicity**: 1
**Energy above the lowest of the compared OMol25 structures with the same formula, charge and spin**: 0.000 eV
**Structure (SMILES)**: O=C(O)CSSCC(=O)O

Atoms and positions in Å:
S -1.67107 -0.88910 -0.19736
S -0.11018 -2.13380 0.25231
O -0.05633 1.60073 0.16786
O -1.25505 2.51205 1.82063
O 2.08078 -1.67194 -2.54468
O 0.77495 0.08240 -2.22257
C -1.02203 1.57195 1.11506
C -1.75438 0.24652 1.21794
C 1.38910 -1.26034 -0.28366
C 1.45240 -0.98536 -1.79299
H 2.19499 -1.92784 -0.04544
H 0.28435 0.48915 -1.47592
H 0.33097 2.49882 0.19048
H -2.81496 0.48508 1.39124
H 1.53182 -0.36326 0.28456
H -1.35536 -0.25505 2.12252